[1]
C34H29Cl3FeGeN2O5P as an isolated structure, computed with the ωB97M-V functional and the def2-TZVPD basis.

Results
Total charge ... -2
Electronic energy ... -6861.51888 hartree
Multiplicity ... 6

Geometry as XYZ:
```
76
Properties=species:S:1:pos:R:3:forces:R:3:lowdin_charge:R:1
Fe 1.80866 -0.69110 -0.90789 1.3 -1.1 0.8 0.500
O 0.48481 -1.95157 -3.22717 -0.4 0.0 0.0 -0.102
C -0.26973 -1.45742 -2.33807 0.1 0.6 -0.1 -0.541
C -1.20245 -2.22416 -1.49974 0.2 0.0 0.5 -0.167
C -2.10348 -3.11022 -2.10468 0.1 -0.1 -0.2 -0.022
C -3.11243 -3.70641 -1.38005 0.0 0.0 0.1 -0.100
C -3.24093 -3.45091 -0.01149 -0.1 0.0 0.0 -0.109
C -2.32919 -2.62009 0.60967 0.1 0.0 0.1 -0.105
C -1.29063 -2.02509 -0.10740 -0.2 0.1 -0.2 -0.295
P 0.02060 -1.09194 0.75674 -0.5 -0.9 0.5 1.123
C -1.00596 0.00681 1.80024 -0.1 0.3 0.0 -0.334
C -1.54303 1.12974 1.16150 0.2 -0.1 -0.1 -0.089
C -2.33410 2.02964 1.85027 -0.1 0.1 0.1 -0.089
C -2.60573 1.82862 3.19918 0.1 -0.1 0.0 -0.107
C -2.07638 0.71926 3.84207 -0.1 0.2 0.1 -0.098
C -1.28771 -0.18874 3.15093 0.1 -0.1 -0.2 -0.091
C 0.62392 -2.36227 1.94059 0.1 0.0 0.0 -0.334
C 0.51926 -3.71657 1.62857 -0.1 0.1 0.0 -0.082
C 1.15290 -4.67282 2.40643 0.0 -0.1 0.0 -0.076
C 1.91951 -4.29432 3.49491 -0.1 0.0 0.0 -0.086
C 2.03950 -2.94988 3.81092 0.1 0.0 0.1 -0.083
C 1.39843 -1.99445 3.04277 -0.1 0.0 -0.1 -0.115
H -2.00467 -3.28213 -3.16997 0.0 0.0 0.0 0.116
H -3.82143 -4.36087 -1.87431 0.0 0.0 0.0 0.090
H -4.03962 -3.91042 0.55857 0.0 0.0 0.0 0.086
H -2.38866 -2.45952 1.68108 0.0 0.0 0.0 0.103
H -1.31387 1.28698 0.11045 0.0 0.0 0.0 0.082
H -2.74140 2.89525 1.34078 0.0 0.0 0.0 0.094
H -3.22302 2.53141 3.74573 0.0 0.0 0.0 0.090
H -2.28228 0.56740 4.89565 0.0 -0.1 0.0 0.094
H -0.88742 -1.05357 3.66239 0.0 0.0 0.0 0.094
H -0.01918 -4.02112 0.74296 0.0 0.0 0.0 0.112
H 1.08607 -5.71477 2.12327 0.0 0.0 0.0 0.105
H 2.45512 -5.03934 4.06943 0.0 0.0 0.0 0.096
H 2.66989 -2.64485 4.63712 0.0 0.0 0.0 0.099
H 1.51888 -0.94945 3.29590 0.0 0.0 0.0 0.086
O 3.25829 -4.56641 0.00261 -0.4 0.1 -0.3 0.011
C 3.00849 -3.37821 -0.16090 1.2 0.9 1.1 -0.590
O 2.13346 -2.82237 -0.89704 -0.9 0.2 -0.6 -0.132
C 3.85179 -2.26651 0.68322 -0.4 -1.7 -0.7 -0.587
O 4.79125 -2.62995 1.37945 -0.2 0.6 0.1 0.007
O 3.37984 -1.09565 0.50605 -0.4 1.4 -0.1 -0.145
Cl 4.33281 1.47099 -2.70879 0.0 -0.1 -0.1 -0.147
Ge 2.94056 -0.34834 -3.28429 0.5 0.8 -0.6 0.076
Cl 1.96437 0.82523 -5.02938 -0.1 -0.1 0.3 -0.112
Cl 4.49189 -1.30439 -4.62585 -0.3 -0.1 0.3 -0.100
C -2.90156 2.46631 -2.38234 0.0 0.0 0.0 -0.058
C -1.71681 2.13663 -3.29988 -0.1 -0.2 0.0 -0.610
C -2.22550 1.58431 -4.64533 0.0 0.2 0.0 -0.051
C -0.91010 3.41617 -3.55829 0.0 -0.1 0.0 -0.065
C -0.92689 1.05993 -2.67297 0.3 0.2 0.6 -0.018
C -0.52725 -0.03132 -2.28029 -0.1 -0.3 -0.8 -0.032
H -3.48977 3.29137 -2.79574 0.0 0.0 0.0 0.077
H -2.54238 2.75813 -1.39274 0.0 0.0 0.0 0.064
H -3.54884 1.59572 -2.26670 0.0 0.0 0.0 0.087
H -2.80823 2.34716 -5.17464 0.0 0.0 0.0 0.074
H -2.85242 0.70623 -4.48447 0.0 0.0 0.0 0.085
H -1.37758 1.29334 -5.26289 0.0 0.0 0.0 0.077
H -1.51093 4.12679 -4.13465 0.0 0.0 0.0 0.076
H -0.01271 3.18350 -4.12833 0.1 0.0 0.0 0.064
H -0.63829 3.88943 -2.61315 0.1 0.0 0.0 0.059
N 1.35079 3.73707 -0.63457 0.0 0.0 -0.1 0.135
C 1.62334 2.54394 -1.23766 0.0 0.0 0.0 -0.196
N 1.80852 1.58727 -0.37794 0.1 -0.6 -0.4 0.084
C 1.69805 2.16501 0.87082 0.0 0.3 0.1 -0.226
C 1.89484 1.61254 2.12935 0.0 0.0 0.0 -0.011
C 1.70717 2.43620 3.22420 0.0 -0.1 0.0 -0.087
C 1.36328 3.78391 3.07629 0.0 0.2 -0.1 -0.112
C 1.21725 4.36302 1.82515 0.0 0.0 0.0 -0.038
C 1.39440 3.52931 0.72939 0.1 -0.3 0.1 -0.198
H 1.23290 4.61660 -1.10075 0.0 0.0 -0.1 0.147
H 1.70339 2.42936 -2.30596 -0.1 0.0 -0.1 0.075
H 2.22433 0.58492 2.20495 0.0 0.0 0.0 0.087
H 1.83075 2.03682 4.22351 0.0 0.0 0.0 0.098
H 1.23194 4.40114 3.95691 0.0 0.0 0.0 0.089
H 0.98129 5.41370 1.70631 0.0 0.0 0.0 0.097
```
Positions in Å, forces in eV/Å.


[2]
C34H29Cl5InO3PS2 as an isolated structure, computed with the ωB97M-V functional and the def2-TZVPD basis.

Results
Total charge ... -2
Electronic energy ... -5167.55791 hartree
Multiplicity ... 1

Geometry as XYZ:
```
75
Properties=species:S:1:pos:R:3:forces:R:3:lowdin_charge:R:1
In 1.93614 -1.28706 -1.37836 0.4 0.0 -0.1 0.504
C 5.65030 1.35024 -0.65866 -0.1 -0.1 0.1 -0.156
C 4.79405 0.15967 -1.05625 0.0 0.1 0.0 -0.783
S 3.77495 -0.54040 0.22689 0.0 0.4 -0.3 0.523
C 4.84715 -0.30521 -2.31707 0.1 0.0 0.0 -0.807
C 5.76599 0.36061 -3.32630 -0.1 -0.1 0.0 -0.158
S 3.91781 -1.68041 -2.93175 -0.1 0.0 0.0 0.512
H 5.39425 1.68810 0.34463 0.0 0.0 0.0 0.040
H 5.51566 2.19511 -1.34261 0.0 0.0 0.0 0.061
H 6.71925 1.10059 -0.66634 0.0 0.0 0.0 0.066
H 6.82177 0.13908 -3.12195 0.0 0.0 0.0 0.068
H 5.65880 1.44892 -3.31555 0.0 0.0 0.0 0.059
H 5.53768 0.01133 -4.33172 0.0 0.0 0.0 0.042
Cl -0.29946 -3.02481 -2.86527 0.2 -0.1 0.2 0.734
C 0.16952 -3.85693 -1.40276 -0.2 -0.1 -0.1 -0.690
C 1.28709 -3.40594 -0.69953 -0.4 0.2 -0.3 -0.258
C 1.60651 -4.13261 0.43385 0.5 -0.2 0.1 -0.698
Cl 3.05642 -3.70911 1.32503 -0.3 -0.2 -0.1 0.658
C 0.84739 -5.20865 0.90087 0.1 0.0 0.0 -0.712
Cl 1.28972 -6.06827 2.34688 -0.1 0.1 -0.1 0.622
C -0.28701 -5.59647 0.19448 0.0 0.0 0.0 -0.708
Cl -1.26344 -6.91404 0.76093 0.1 0.1 0.0 0.626
C -0.62346 -4.92324 -0.97857 0.0 0.0 0.0 -0.698
Cl -2.02996 -5.41099 -1.87551 0.1 0.0 0.1 0.633
O 0.96321 1.44211 -1.86390 -0.3 0.1 0.2 -0.070
C -0.38104 1.02771 -1.55086 0.9 0.4 -0.2 -0.392
C -1.43196 1.91687 -2.08162 -0.1 -0.1 -0.2 -0.192
C -1.74178 2.33374 -3.37187 0.0 0.1 0.0 -0.007
C -2.85237 3.16052 -3.52296 0.0 0.0 0.2 -0.111
C -3.61762 3.54117 -2.41464 0.1 -0.1 0.0 -0.130
C -3.28815 3.09770 -1.13167 0.1 0.0 0.0 -0.105
C -2.16747 2.28738 -0.96302 -0.3 -0.1 0.2 -0.171
P -1.08860 1.05805 0.15885 -0.2 0.1 -0.4 0.982
C -0.42959 2.38155 1.23978 -0.1 0.1 0.0 -0.234
C -1.21757 3.41295 1.74533 0.0 0.0 0.1 -0.084
C -0.64792 4.45007 2.47265 0.0 -0.1 -0.1 -0.103
C 0.73128 4.49467 2.64825 0.0 0.0 0.0 -0.111
C 1.52803 3.49605 2.10800 -0.1 -0.1 -0.1 -0.073
C 0.95431 2.42971 1.41868 0.0 0.1 0.1 -0.051
C -2.58519 0.00129 0.33849 -0.1 0.1 -0.1 -0.245
C -3.72828 0.35410 1.04905 0.0 0.0 0.0 -0.104
C -4.85462 -0.45676 1.02142 0.0 -0.1 -0.1 -0.099
C -4.86313 -1.61178 0.24250 0.0 0.1 0.1 -0.103
C -3.73489 -1.95605 -0.48911 0.1 0.1 0.0 -0.071
C -2.59220 -1.16236 -0.42972 -0.1 0.0 -0.1 -0.061
H -1.13581 2.01076 -4.21062 0.0 0.0 0.1 0.107
H -3.13403 3.50961 -4.51165 0.0 0.0 0.0 0.083
H -4.48123 4.18212 -2.55771 0.0 0.0 0.0 0.077
H -3.91369 3.40010 -0.29376 0.0 0.0 0.0 0.079
H -2.28714 3.40676 1.56535 0.0 0.0 0.0 0.089
H -1.27495 5.23477 2.87990 0.0 0.0 0.0 0.090
H 1.18200 5.31786 3.19282 0.0 0.0 0.0 0.089
H 2.60625 3.53421 2.21350 0.0 0.0 0.0 0.102
H 1.58965 1.65535 1.00392 0.0 0.0 0.0 0.091
H -3.73782 1.26865 1.63695 0.0 0.0 -0.1 0.104
H -5.73357 -0.18088 1.59436 0.0 0.0 0.0 0.090
H -5.74885 -2.23570 0.20538 0.0 0.0 0.0 0.089
H -3.73002 -2.85205 -1.10106 0.0 0.0 0.0 0.086
H -1.70170 -1.44255 -0.98700 -0.1 0.0 0.0 0.094
O 0.27782 -0.13597 -3.60703 -0.1 0.5 0.1 -0.167
C 0.49655 0.09053 -2.38862 0.0 -0.9 0.2 -0.653
C -0.70033 -2.24544 1.83280 0.0 -0.1 0.1 -0.012
C -0.18498 -0.83162 2.10371 0.0 0.0 -0.2 -0.598
C -1.06973 -0.15962 3.16144 0.0 0.1 0.0 -0.028
C 1.24226 -0.89359 2.62696 0.1 -0.1 0.1 -0.054
O -0.10503 -0.14314 0.83420 0.3 -0.1 0.1 -0.307
H -0.47691 -2.89913 2.68397 0.0 0.0 0.0 0.096
H -0.20346 -2.65236 0.94860 -0.2 0.2 0.3 0.057
H -1.77844 -2.25742 1.66064 0.1 0.0 0.1 0.079
H -0.94961 -0.72078 4.09341 0.0 0.0 0.0 0.085
H -2.13125 -0.17776 2.89946 0.2 0.0 0.0 0.062
H -0.76406 0.87055 3.35286 0.0 0.0 0.0 0.077
H 1.27163 -1.47603 3.55337 0.0 0.0 0.0 0.088
H 1.63393 0.10536 2.82286 0.0 0.0 0.0 0.078
H 1.90095 -1.37084 1.90202 -0.1 0.1 0.1 -0.015
```
Positions in Å, forces in eV/Å.


[3]
C34H29I2N9O6P2S2Ti as an isolated structure, computed with the ωB97M-V functional and the def2-TZVPD basis.

Results
Total charge ... -2
Electronic energy ... -5181.35100 hartree
Multiplicity ... 3

Geometry as XYZ:
```
85
Properties=species:S:1:pos:R:3:forces:R:3:lowdin_charge:R:1
Ti 0.62957 0.03682 0.78704 1.0 2.6 -1.2 0.420
I 0.99643 2.30630 -0.89445 0.2 0.7 -0.5 0.268
C -0.25031 4.24191 1.80563 0.1 -0.9 -0.2 -0.506
I -0.77526 2.24170 2.20631 0.0 2.6 0.6 1.168
H -0.58025 4.67458 0.87618 -0.3 -0.1 -0.1 -0.072
H 0.67345 4.62432 2.20589 0.1 -0.1 0.3 -0.051
N 3.53387 -1.19401 -0.52646 0.1 -0.2 0.1 0.158
C 3.58863 -0.43653 0.61504 0.2 0.7 0.5 -0.448
N 4.68377 -0.25632 1.34210 -0.1 -0.7 -1.0 0.016
N 4.31660 0.61240 2.28285 -0.1 0.5 0.5 -0.100
N 3.08952 0.94498 2.14616 -0.1 0.6 0.6 -0.047
N 2.56384 0.30614 1.08466 2.6 -0.9 0.1 -0.173
C 2.35365 -1.48246 -1.14901 -0.5 0.1 -0.6 -0.444
N 2.22276 -2.37313 -2.12609 1.0 0.1 0.5 0.035
N 0.94351 -2.30102 -2.47038 -0.5 0.0 -0.3 -0.068
N 0.33275 -1.42705 -1.75800 -0.4 -0.6 -0.3 -0.123
N 1.18797 -0.85189 -0.91002 1.4 -1.4 -1.1 -0.151
H 4.32565 -1.77924 -0.73530 -0.1 0.0 0.1 0.139
O 0.52432 -0.31533 2.80696 -0.1 -0.5 0.8 -0.486
S 0.78773 -1.76044 2.73274 2.2 -1.2 1.2 0.519
O 1.85281 -2.20182 3.59550 -0.7 -0.1 0.0 -0.265
O 0.99111 -2.06017 1.30595 -0.3 -0.2 0.3 -0.316
C -0.65195 -2.70101 3.15150 -0.8 0.0 -0.7 -0.212
C -0.52366 -3.89622 3.84033 0.3 0.2 0.2 -0.051
C -1.59088 -4.77199 3.93839 -0.9 0.2 -0.5 -0.067
C -2.80599 -4.46541 3.29579 0.9 -0.3 0.6 -0.066
C -2.93709 -3.27369 2.61607 0.0 0.5 -0.3 -0.045
C -1.87320 -2.38454 2.53774 0.7 -0.4 0.5 -0.206
S -2.16871 -0.76974 1.89055 -2.0 1.1 0.2 0.476
O -2.04090 0.11352 3.03709 -0.2 -0.9 -0.1 -0.483
O -3.51337 -0.80683 1.36119 0.2 -0.6 -0.1 -0.304
O -1.19609 -0.44385 0.81221 -2.9 -1.7 0.7 -0.545
H 0.43052 -4.11277 4.29738 0.1 -0.1 0.0 0.111
H -1.49783 -5.69769 4.48746 0.1 0.0 0.0 0.096
H -3.63423 -5.15676 3.34548 -0.1 0.0 0.0 0.097
H -3.85927 -2.98556 2.13533 -0.1 0.0 0.0 0.111
C -1.01617 0.56570 -3.63126 0.0 -0.1 0.1 -0.504
P -1.66699 0.29385 -1.88862 -0.4 0.8 -0.9 1.006
C -2.86954 -1.05414 -2.18922 0.0 0.0 0.2 -0.336
C -2.40108 -2.22106 -2.79882 0.0 0.0 0.0 -0.113
C -3.20424 -3.34168 -2.88730 0.0 -0.2 -0.1 -0.100
C -4.48119 -3.33809 -2.35162 -0.1 -0.1 0.0 -0.123
C -4.95424 -2.18778 -1.74848 -0.1 -0.1 0.1 -0.107
C -4.16311 -1.05649 -1.67562 0.1 0.0 0.0 -0.102
C -2.69223 1.76955 -1.52522 0.1 -0.1 0.0 -0.371
C -3.41839 1.78497 -0.33218 0.0 0.0 -0.2 -0.141
C -4.02347 2.94276 0.12030 -0.1 0.1 0.0 -0.099
C -3.88592 4.12650 -0.58553 -0.1 0.1 0.0 -0.110
C -3.12234 4.13867 -1.74136 0.1 0.1 -0.1 -0.094
C -2.52271 2.97767 -2.19523 0.0 -0.1 0.1 -0.143
P -1.92557 0.75670 -5.24513 -0.1 -0.1 0.6 1.046
C -2.02106 2.55760 -5.55617 0.2 -0.1 -0.2 -0.404
C -1.02020 3.46019 -5.19937 -0.1 -0.1 -0.1 -0.113
C -1.09908 4.78432 -5.59177 0.0 0.1 -0.1 -0.091
C -2.15060 5.22358 -6.38022 0.0 0.1 0.0 -0.112
C -3.12206 4.32145 -6.78645 -0.1 0.1 -0.1 -0.102
C -3.05394 3.00328 -6.38260 0.1 0.0 0.1 -0.122
C -3.66729 0.40362 -4.78721 0.1 0.1 -0.3 -0.399
C -4.52945 1.30946 -4.17980 0.1 -0.1 -0.1 -0.099
C -5.82795 0.93445 -3.88764 -0.2 0.1 0.0 -0.084
C -6.28179 -0.33553 -4.20219 0.0 0.0 -0.1 -0.108
C -5.42830 -1.24162 -4.81062 -0.2 -0.1 -0.1 -0.106
C -4.13167 -0.86972 -5.10449 0.0 0.1 -0.1 -0.127
H -0.41814 -0.34044 -3.78718 0.0 0.2 0.1 0.005
H -0.29176 1.38292 -3.56096 0.1 -0.1 0.1 -0.026
H -1.39368 -2.26301 -3.18287 0.1 0.0 -0.1 0.065
H -2.82987 -4.23479 -3.37019 0.1 -0.1 0.0 0.096
H -5.09808 -4.22646 -2.40101 0.0 0.0 0.0 0.088
H -5.95102 -2.17202 -1.32657 -0.1 0.0 0.0 0.101
H -4.56378 -0.17143 -1.20911 0.0 0.0 0.0 0.090
H -3.49165 0.88748 0.26033 -0.1 0.1 0.0 0.052
H -4.57688 2.92026 1.04971 0.0 0.0 0.1 0.102
H -4.34599 5.03627 -0.22217 0.0 0.1 0.0 0.088
H -2.96536 5.06104 -2.28497 0.0 0.1 0.0 0.095
H -1.90059 3.01782 -3.07174 0.0 0.0 0.0 0.055
H -0.17980 3.14819 -4.59548 0.0 -0.1 0.1 0.096
H -0.32749 5.47330 -5.27983 0.1 0.1 0.0 0.100
H -2.20914 6.26007 -6.68467 0.0 0.1 0.0 0.089
H -3.93199 4.64687 -7.42706 -0.1 0.0 0.0 0.093
H -3.81202 2.29916 -6.70132 -0.1 0.0 0.0 0.101
H -4.18899 2.30464 -3.93544 0.0 0.0 0.0 0.093
H -6.49420 1.64254 -3.41377 0.0 0.1 0.1 0.101
H -7.29720 -0.62460 -3.96740 -0.1 0.0 0.0 0.095
H -5.77663 -2.23506 -5.05733 0.0 -0.1 0.0 0.100
H -3.45599 -1.56852 -5.57890 0.0 -0.1 0.0 0.095
```
Positions in Å, forces in eV/Å.